{"formula": "C2H3O3S2", "method": "ωB97M-V with the def2-TZVPD basis set", "elements": ["C", "C", "O", "O", "O", "S", "S", "H", "H", "H"], "coordinates": [[0.0715, 0.9427, -0.3201], [-1.0942, -0.7115, 0.5006], [-0.7345, 0.6890, 2.6915], [-1.1752, -1.7317, 2.8125], [0.9905, -0.9057, 2.0284], [-1.6761, 0.7209, -0.2970], [-0.4349, -0.6390, 2.1901], [0.5130, 1.3172, 0.5842], [0.6512, 0.3767, -1.0259], [-0.9541, -1.5931, -0.1074]], "forces_ev_per_a": [[-1.9, -2.3, 0.9], [1.8, 2.7, -0.7], [-0.1, 0.0, -0.1], [0.0, 0.1, 0.1], [-0.2, -0.1, 0.2], [-0.3, 0.3, -0.2], [0.0, -0.7, -0.3], [0.2, 0.2, 0.1], [0.2, 0.0, -0.3], [0.2, -0.2, 0.2]], "multiplicity": 1, "charge": -1, "homo_energy_ev": [-4.7, -4.7], "e_tot_ha": -1100.0776, "lumo_ev": [3.302, 3.302], "de_lowest_ev": 3.2052}

{"formula": "C20H21Br2Cl3N3O6TeTi", "method": "ωB97M-V with the def2-TZVPD basis set", "elements": ["Ti", "O", "C", "C", "N", "C", "C", "O", "O", "C", "C", "O", "O", "H", "H", "H", "H", "H", "H", "H", "H", "H", "C", "C", "C", "C", "C", "C", "Br", "C", "C", "Br", "C", "O", "C", "N", "H", "H", "H", "H", "H", "H", "C", "Te", "C", "H", "H", "H", "H", "H", "H", "Cl", "C", "Cl", "Cl", "C", "N"], "coordinates": [[-0.3947, 0.2785, 0.0529], [-0.0697, -1.8457, -0.6936], [-0.4060, -2.7398, 0.3751], [-1.7539, -2.3568, 0.9670], [-1.8599, -0.9196, 1.3056], [-3.1805, -0.4085, 0.9198], [-3.2120, -0.2772, -0.6079], [-4.2605, -0.3496, -1.2149], [-2.0337, -0.0943, -1.1306], [-1.4744, -0.6415, 2.6917], [0.0505, -0.6563, 2.7987], [0.5937, -0.9513, 3.8476], [0.6467, -0.3400, 1.6940], [-0.7788, -1.8639, -1.3531], [0.4126, -2.6604, 1.0861], [-0.4480, -3.7662, 0.0020], [-1.9633, -2.9719, 1.8492], [-2.5274, -2.5816, 0.2284], [-3.3080, 0.5849, 1.3506], [-3.9970, -1.0523, 1.2575], [-1.9178, -1.3469, 3.3996], [-1.7969, 0.3706, 2.9403], [0.5039, 0.7803, -3.3861], [0.0388, 2.0323, -2.7211], [0.0297, 3.2412, -3.4623], [-0.4407, 4.3894, -2.9087], [-0.9310, 4.3732, -1.5819], [-1.5023, 5.4712, -0.8919], [-1.6480, 7.1615, -1.7469], [-1.9675, 5.3361, 0.3822], [-1.8723, 4.0981, 1.0422], [-2.5401, 3.9373, 2.8032], [-1.3042, 2.9948, 0.4439], [-1.1730, 1.8243, 1.0128], [-0.8474, 3.1499, -0.9014], [-0.3574, 2.0112, -1.4680], [0.0930, 0.7279, -4.3952], [0.1920, -0.1009, -2.8304], [1.5955, 0.7997, -3.4669], [0.4112, 3.2257, -4.4739], [-0.4527, 5.3125, -3.4721], [-2.4117, 6.1771, 0.8952], [5.2727, -3.1682, 1.4319], [3.5953, -1.9491, 1.9533], [2.8319, -3.3682, 3.3497], [5.8820, -3.3710, 2.3101], [5.8621, -2.6218, 0.6981], [4.9294, -4.1002, 0.9879], [3.6023, -3.6050, 4.0800], [2.5140, -4.2729, 2.8344], [1.9883, -2.8960, 3.8486], [4.3606, -1.5347, -2.2545], [4.0929, -0.1023, -1.3496], [3.9592, 1.6986, -3.2266], [5.3728, 0.4739, -0.3718], [2.7863, 0.1385, -0.9206], [1.7012, 0.3779, -0.6138]], "forces_ev_per_a": [[0.1, 0.1, 0.0], [0.0, 0.0, 0.0], [0.0, 0.0, 0.0], [0.0, 0.0, 0.0], [0.0, -0.1, 0.0], [0.0, 0.0, 0.0], [0.0, 0.0, 0.0], [0.0, 0.0, 0.0], [-0.1, 0.0, 0.0], [0.0, 0.0, 0.0], [0.0, 0.0, -0.1], [0.0, 0.0, 0.0], [-0.1, 0.0, 0.1], [0.0, 0.0, 0.0], [0.0, 0.0, 0.0], [0.0, 0.0, 0.0], [0.0, 0.0, 0.0], [0.0, 0.0, 0.0], [0.0, 0.0, 0.0], [0.0, 0.0, 0.0], [0.0, 0.0, 0.0], [0.0, 0.0, 0.0], [0.0, 0.0, 0.0], [0.0, 0.0, 0.0], [0.0, 0.0, 0.0], [0.0, 0.0, 0.0], [0.0, 0.0, 0.0], [0.0, 0.0, 0.0], [0.0, 0.0, 0.0], [0.0, 0.0, 0.0], [0.0, 0.0, 0.0], [0.0, 0.0, 0.0], [0.0, 0.0, 0.0], [0.0, 0.0, 0.0], [0.0, 0.0, 0.0], [0.0, 0.0, 0.0], [0.0, 0.0, 0.0], [0.0, 0.0, 0.0], [0.0, 0.0, 0.0], [0.0, 0.0, 0.0], [0.0, 0.0, 0.0], [0.0, 0.0, 0.0], [0.0, 0.0, 0.0], [0.0, 0.0, 0.0], [0.0, 0.0, 0.0], [0.0, 0.0, 0.0], [0.0, 0.0, 0.0], [0.0, 0.0, 0.0], [0.0, 0.0, 0.0], [0.0, 0.0, 0.0], [0.0, 0.0, 0.0], [0.0, 0.0, 0.0], [0.0, 0.0, 0.0], [0.0, 0.0, 0.0], [0.0, 0.0, 0.0], [0.0, 0.2, 0.0], [0.0, -0.1, 0.0]], "multiplicity": 3, "charge": -1, "homo_energy_ev": [-4.9, -5.3], "s2": 2.008, "e_tot_ha": -9036.7904, "lumo_ev": [2.118, 1.581], "de_lowest_ev": 0.2265}

{"formula": "C44H48ClInN7O4", "method": "ωB97M-V with the def2-TZVPD basis set", "elements": ["In", "C", "C", "C", "N", "C", "C", "C", "C", "C", "C", "C", "N", "C", "C", "C", "N", "C", "C", "C", "C", "C", "C", "C", "N", "C", "C", "H", "H", "H", "H", "H", "H", "H", "H", "H", "H", "H", "H", "H", "H", "H", "H", "H", "H", "H", "H", "H", "H", "H", "H", "H", "H", "C", "C", "C", "C", "C", "C", "C", "N", "C", "N", "C", "C", "C", "C", "C", "C", "C", "N", "C", "C", "C", "C", "C", "C", "C", "H", "H", "H", "H", "H", "H", "H", "H", "H", "H", "H", "H", "H", "H", "H", "H", "H", "H", "H", "H", "H", "H", "O", "Cl", "O", "O", "O"], "coordinates": [[0.4151, -1.0287, -0.7361], [-1.4909, -0.7452, -4.2072], [-2.1365, 0.5228, -3.6212], [-1.6974, 0.8486, -2.1799], [-0.2651, 0.6054, -2.0291], [0.6328, 1.3698, -2.6107], [0.2988, 2.6831, -3.0237], [1.0067, 3.6918, -3.6502], [2.2955, 3.7004, -4.1586], [3.1682, 2.6233, -4.1137], [3.0302, 1.3719, -3.5427], [1.9719, 0.7242, -2.8360], [2.0681, -0.5164, -2.4279], [3.3127, -1.2270, -2.6885], [3.3144, -2.7075, -2.3095], [2.8623, -2.9889, -0.8725], [1.4175, -3.0001, -0.8544], [0.7237, -4.0924, -1.0080], [1.3146, -5.3756, -1.1044], [0.7745, -6.6546, -1.0958], [-0.5297, -7.0695, -0.9174], [-1.6292, -6.2152, -0.8187], [-1.7152, -4.8575, -1.0135], [-0.7271, -3.8616, -1.2801], [-0.9951, -2.6735, -1.7688], [-2.2966, -2.4245, -2.3850], [-2.1834, -2.0618, -3.8691], [-0.4563, -0.8065, -3.8718], [-1.4730, -0.6503, -5.2947], [-3.2295, 0.4432, -3.6432], [-1.8599, 1.3637, -4.2612], [-2.1996, 0.1995, -1.4746], [-1.9994, 1.8682, -1.9235], [-0.7045, 2.9756, -2.7455], [0.4518, 4.6187, -3.7653], [2.6409, 4.6064, -4.6411], [4.1227, 2.7814, -4.6065], [3.9025, 0.7534, -3.6888], [4.1455, -0.7446, -2.1563], [3.5550, -1.1779, -3.7578], [4.3393, -3.0637, -2.4536], [2.6680, -3.2684, -2.9921], [3.2067, -2.1855, -0.2250], [3.3052, -3.9118, -0.4990], [2.3907, -5.3654, -1.2046], [1.5082, -7.4503, -1.1876], [-0.7142, -8.1342, -0.8459], [-2.5767, -6.6984, -0.5997], [-2.7094, -4.4571, -0.8945], [-2.8149, -1.6362, -1.8402], [-2.9325, -3.3061, -2.3448], [-3.2009, -2.0532, -4.2778], [-1.6379, -2.8682, -4.3695], [1.1003, 2.9380, 3.3919], [-0.0686, 3.0381, 4.3496], [0.0400, 3.9505, 5.4027], [-0.9283, 4.1047, 6.3816], [-2.0633, 3.3084, 6.3193], [-2.2027, 2.3997, 5.2898], [-1.2310, 2.2470, 4.2891], [-1.5428, 1.3231, 3.2879], [-0.6914, 0.8414, 2.2472], [0.1934, -0.1326, 2.6761], [1.5116, -0.3032, 2.1933], [1.7722, -0.1633, 0.8286], [3.1009, 0.1238, 0.4876], [4.1240, 0.1262, 1.4295], [3.8457, -0.2735, 2.7327], [2.5348, -0.4821, 3.1393], [2.2100, -0.8617, 4.5642], [-0.7095, 1.2695, 1.0585], [-1.4758, 2.3627, 0.6149], [-0.7453, 3.4605, 0.1494], [-1.3719, 4.5998, -0.3295], [-2.7570, 4.6537, -0.3634], [-3.4858, 3.5437, 0.0437], [-2.8793, 2.3804, 0.5187], [-3.7313, 1.1738, 0.8156], [1.6749, 3.8638, 3.4246], [0.8046, 2.7670, 2.3602], [1.7739, 2.1247, 3.6759], [0.9357, 4.5612, 5.4460], [-0.7970, 4.8305, 7.1746], [-2.8401, 3.3992, 7.0700], [-3.0931, 1.7785, 5.2398], [-2.2661, 0.6642, 3.5331], [0.0073, -0.4463, 3.6097], [3.3391, 0.3666, -0.5397], [5.1367, 0.3890, 1.1403], [4.6496, -0.3844, 3.4547], [3.1199, -1.1376, 5.0976], [1.5303, -1.7190, 4.5960], [1.7418, -0.0330, 5.1114], [0.3364, 3.3900, 0.1635], [-0.7775, 5.4366, -0.6780], [-3.2679, 5.5425, -0.7170], [-4.5703, 3.5703, -0.0096], [-3.5017, 0.3705, 0.1150], [-4.7876, 1.4290, 0.7273], [-3.5581, 0.7668, 1.8080], [-3.1943, -2.9044, 1.2090], [-2.1666, -1.9407, 1.4882], [-2.5014, -1.1980, 2.6847], [-0.8790, -2.5852, 1.6269], [-2.0667, -1.0038, 0.3566]], "forces_ev_per_a": [[0.5, 0.1, -0.5], [-0.2, 0.0, 0.1], [0.2, -0.2, 0.0], [0.2, 0.1, -0.2], [-0.2, -0.1, 0.1], [0.0, 0.0, 0.0], [0.0, 0.1, -0.1], [0.0, -0.1, 0.0], [0.0, 0.0, 0.0], [-0.1, 0.0, 0.1], [0.0, 0.0, 0.0], [0.0, 0.1, -0.2], [0.0, -0.1, 0.2], [-0.1, -0.1, 0.0], [0.0, 0.1, 0.1], [-0.1, 0.1, -0.2], [0.0, 0.3, 0.3], [0.0, -0.2, 0.1], [0.0, -0.1, -0.2], [-0.1, 0.1, 0.1], [-0.1, 0.0, 0.0], [0.1, 0.0, -0.1], [0.0, 0.0, 0.2], [0.0, -0.1, -0.3], [-0.1, 0.3, 0.2], [0.1, 0.1, 0.0], [0.1, 0.1, 0.1], [0.1, 0.0, -0.1], [0.0, 0.0, -0.1], [0.0, 0.0, 0.0], [0.0, 0.1, 0.0], [0.0, 0.0, 0.0], [0.0, -0.1, 0.0], [0.0, 0.0, 0.0], [0.0, 0.0, 0.0], [0.0, 0.0, 0.0], [0.0, 0.0, 0.0], [0.0, 0.0, 0.0], [0.0, 0.0, 0.0], [0.0, 0.1, 0.0], [0.0, 0.0, 0.0], [0.0, 0.0, 0.0], [0.1, 0.0, 0.1], [0.0, 0.0, 0.1], [0.0, 0.0, 0.0], [0.0, 0.0, 0.0], [0.0, 0.0, 0.0], [0.0, 0.0, 0.0], [-0.1, 0.0, 0.0], [0.0, 0.0, 0.0], [-0.1, 0.0, 0.1], [0.0, 0.0, 0.0], [-0.1, 0.0, 0.0], [-0.1, 0.0, 0.1], [0.1, 0.0, 0.0], [-0.1, -0.1, 0.0], [0.1, 0.0, 0.0], [0.0, 0.0, 0.0], [-0.1, 0.0, 0.1], [0.1, -0.1, -0.1], [0.0, 0.2, 0.1], [0.3, 0.3, 0.4], [0.1, 0.1, -0.1], [-0.3, 0.4, -0.1], [-0.1, -0.4, -0.3], [-0.1, 0.1, 0.2], [-0.1, -0.1, 0.0], [0.0, 0.0, -0.1], [0.0, 0.0, 0.1], [0.0, 0.1, -0.1], [-0.1, 0.0, -0.2], [0.1, 0.1, 0.3], [0.0, 0.0, 0.1], [0.0, 0.0, 0.0], [0.0, 0.0, 0.0], [0.1, 0.0, 0.0], [-0.1, 0.0, 0.1], [-0.1, 0.3, -0.1], [0.0, 0.0, 0.0], [0.0, 0.0, 0.0], [0.0, 0.0, -0.1], [0.0, 0.0, 0.0], [0.0, 0.0, 0.0], [0.0, 0.0, 0.0], [0.1, 0.1, 0.0], [0.0, 0.0, -0.1], [0.0, 0.0, 0.1], [0.0, -0.1, 0.0], [0.0, -0.1, 0.0], [-0.1, 0.0, 0.0], [0.0, 0.0, 0.0], [0.0, 0.1, 0.1], [0.0, -0.1, 0.0], [0.0, 0.0, 0.0], [0.0, 0.0, 0.0], [0.0, -0.1, 0.0], [0.1, 0.0, 0.0], [-0.3, 0.3, 0.2], [0.0, 0.1, 0.0], [0.0, 0.0, 0.0], [0.1, 0.2, 0.1], [0.2, -0.4, -0.6], [0.0, -0.3, -0.1], [-0.4, 0.1, 0.1], [0.5, -0.8, 0.4]], "multiplicity": 1, "charge": -1, "homo_energy_ev": -4.4, "e_tot_ha": -3039.8429, "lumo_ev": 2.487, "de_lowest_ev": 0.0000}

{"formula": "C8H12ClN2O", "method": "ωB97M-V with the def2-TZVPD basis set", "elements": ["C", "C", "C", "C", "C", "C", "C", "C", "N", "N", "O", "Cl", "H", "H", "H", "H", "H", "H", "H", "H", "H", "H", "H", "H"], "coordinates": [[-2.3094, 1.0003, 1.5896], [-2.0887, -0.1651, 2.2616], [-0.6100, -0.0489, 0.6023], [1.0024, 1.8690, -1.6921], [2.2769, 1.2185, -2.1783], [1.0021, 0.3783, -2.0273], [-0.3415, -2.0297, 2.0619], [1.1116, -0.6375, -1.0626], [-1.0387, -0.8325, 1.6217], [-1.3892, 1.0005, 0.4966], [0.6237, -1.7875, -1.2546], [-2.7612, -0.6325, 3.7686], [-2.9780, 1.7293, 1.9445], [1.0740, 2.0741, -0.5615], [0.4651, 2.6285, -2.3030], [2.6744, 1.3827, -3.2486], [3.0578, 0.9548, -1.5111], [0.3367, -0.0539, -2.8424], [-0.0216, -1.7676, 3.0116], [-1.0445, -2.7204, 2.2838], [0.3009, -2.5419, 1.3856], [1.7459, -0.7199, -0.2256], [-1.2611, 1.7796, -0.0760], [0.1724, -2.0782, -2.0448]], "forces_ev_per_a": [[0.9, -1.8, -0.1], [0.3, 0.6, -0.2], [2.0, -1.7, -1.3], [1.4, 0.2, 2.0], [-0.5, 0.6, -3.2], [-1.1, 0.2, -1.8], [-0.6, 1.6, -0.2], [-1.9, 0.3, 1.7], [0.1, 1.5, -1.5], [-2.3, -0.4, 3.4], [0.3, -3.1, 0.2], [0.2, -0.1, -0.6], [-0.6, 1.0, -0.3], [-0.5, -0.2, -1.9], [0.4, -1.1, 0.4], [-1.0, -0.2, 1.9], [0.4, 0.1, 0.7], [1.2, 1.3, 0.5], [1.9, 0.1, 1.7], [-2.6, -2.4, 0.5], [0.9, 0.6, -0.6], [1.0, 0.9, 0.7], [0.3, 1.0, -1.1], [-0.4, 0.7, -0.7]], "multiplicity": 1, "charge": 1, "homo_energy_ev": -12.4, "e_tot_ha": -956.5968, "lumo_ev": -3.547, "de_lowest_ev": 3.6369}